(1)
# C10H13ClO2SZr

A structure of composition C10H13ClO2SZr in a non-equilibrium geometry (ωB97M-V/def2-TZVPD, the Open Molecules 2025 dataset).

Each line ends with the natural charge from an NBO analysis.
Geometry (Å):
Zr 0.02938 -0.06635 -0.13770  1.562
Cl -0.45916 -2.69932 0.71329  -0.325
S 0.33061 2.54439 0.66289  0.226
O 1.71851 -0.46532 2.69158  -0.240
O -2.88742 0.06324 1.43595  -0.224
C -1.83864 -0.00785 0.90508  0.455
C 0.73416 -1.46240 -1.88276  -0.283
C 0.96543 0.86205 -2.04591  -0.334
C -0.57486 -0.92850 -2.24090  -0.085
C -1.80745 -1.68714 -2.43859  -0.660
C 0.27203 4.29946 1.16294  -0.635
C 2.14419 2.43877 0.58493  -0.713
C -0.40901 0.53557 -2.34086  -0.368
C 1.12153 -0.26971 1.69431  0.455
C 1.67649 -0.39292 -1.77662  -0.361
H 0.91481 -2.51004 -1.67990  0.308
H 1.40267 1.84310 -2.05553  0.283
H 0.69168 4.88234 0.34658  0.260
H -1.92703 -1.92906 -3.50158  0.292
H 0.84169 4.40006 2.08346  0.262
H -0.74203 4.55703 1.32274  0.266
H 2.53736 2.57480 1.59322  0.268
H -1.20171 1.22880 -2.58776  0.295
H -2.68457 -1.11554 -2.11292  0.242
H -1.76186 -2.61838 -1.86456  0.267
H 2.46014 1.48817 0.20143  0.222
H 2.72486 -0.48034 -1.51840  0.294
H 2.48970 3.22238 -0.09655  0.270

Output
Lowest unoccupied orbital energy ... -10.92 eV
Calculated total energy ... -39295.456 eV
Charge ... +2
HOMO ... -17.104 eV

(2)
# C10H13ClOS2

A structure of composition C10H13ClOS2 in a non-equilibrium geometry (ωB97M-V/def2-TZVPD, the Open Molecules 2025 dataset).

Each line ends with the natural charge from an NBO analysis.
Geometry (Å):
Cl 0.49392 -2.75999 -0.41972  -0.024
S 3.72738 -1.10612 0.06837  0.412
S 2.67965 1.33078 -0.91146  0.369
O -2.63327 1.50444 -1.78337  -0.525
C -0.62963 -0.39005 -0.01435  -0.425
C 5.00172 0.18189 -0.28976  -0.576
C -1.32433 -0.39613 -1.30664  -0.541
C 2.37267 -0.34162 -0.60847  -0.428
C -3.02138 -0.18889 0.98394  -0.385
C 0.55141 -1.21347 0.27366  -0.006
C -2.57690 0.42914 -1.29970  0.612
C 4.31627 1.47406 -0.06741  -0.553
C -3.61748 -0.18863 -0.40973  -0.515
C -1.74193 -0.93225 0.95372  -0.372
H 5.89956 0.13517 0.42765  0.250
H -1.39562 -0.94564 2.03304  0.233
H -0.74667 -0.05588 -2.25226  0.239
H -2.90719 0.93894 1.36283  0.201
H 3.98025 1.53070 1.03372  0.218
H 4.78242 2.43593 -0.27030  0.249
H -0.36694 0.58703 0.37747  0.236
H -4.60362 0.37275 -0.50462  0.229
H 5.38834 0.27121 -1.33728  0.229
H -2.02169 -1.95626 0.55019  0.206
H -3.68307 -1.19872 -0.74241  0.213
H -3.61494 -0.68563 1.72852  0.222
H -1.54468 -1.46488 -1.70489  0.232

Output
Lowest unoccupied orbital energy (spin up / spin down) ... -0.54 / -0.54 eV
Calculated total energy ... -46815.688 eV
HOMO (spin up / spin down) ... -7.433 / -7.437 eV
Energy relative to the best compared isomer or geometry (same formula, charge and spin) ... 0.00 kJ/mol

(3)
# C10H13F8N4O

The ion C10H13F8N4O with charge +1 (ωB97M-V/def2-TZVPD, the Open Molecules 2025 dataset).

Each line ends with the natural charge from an NBO analysis.
Geometry (Å):
F -2.52176 1.05888 -1.83394  -0.305
F -3.82796 2.11875 -0.44834  -0.301
F -2.03719 -0.04710 1.28594  -0.345
F -3.71101 -1.30237 -1.53449  -0.282
F -4.17193 0.07557 0.85589  -0.282
F -4.41039 -2.70669 0.53595  -0.302
F -1.58373 -1.36336 -0.99726  -0.326
F -2.56589 -3.59972 -0.24422  -0.317
O -0.34687 1.59573 -0.41067  -0.535
N 2.44931 0.10798 0.05287  -0.121
N 2.46502 -1.24693 -0.03806  -0.116
N 3.80695 1.87500 -0.80085  -0.877
N 4.10775 -0.47737 -1.26824  -0.418
C 1.54100 -2.13685 0.65015  -0.430
C -2.96983 0.03759 0.27666  0.577
C 0.80752 2.01540 0.28390  -0.074
C -1.55582 2.21366 -0.02959  -0.120
C 1.49960 0.81620 0.93314  -0.258
C -3.09061 -2.52469 0.38418  0.517
C -2.71149 1.36962 -0.53669  0.628
C 3.47764 -1.54833 -0.84136  0.259
C 3.47308 0.55206 -0.70169  0.561
C -2.85423 -1.28807 -0.51040  0.576
H 3.71931 -2.56920 -1.10493  0.243
H 0.71156 0.10154 1.17172  0.248
H 0.57289 2.74400 1.06752  0.205
H -1.66836 3.20545 -0.48334  0.213
H 4.65438 2.18321 -0.35505  0.427
H -2.62239 -2.42215 1.36518  0.147
H 2.01828 1.08054 1.85662  0.241
H 1.46944 2.50668 -0.42520  0.209
H 1.79342 -3.14172 0.31740  0.254
H 1.67124 -2.05984 1.72996  0.236
H 0.51741 -1.90547 0.36633  0.247
H -1.62810 2.30830 1.05762  0.199
H 3.52172 2.37370 -1.62673  0.423

Output
Lowest unoccupied orbital energy ... -3.36 eV
Structure (SMILES) ... Cn1cnc(N)[n+]1CCOCC(F)(F)C(F)(F)C(F)(F)C(F)F
Calculated total energy ... -40321.522 eV
Charge ... +1
HOMO ... -13.905 eV
Energy relative to the best compared isomer or geometry (same formula, charge and spin) ... 0.00 kJ/mol

(4)
# C10H13FSi

The molecule C10H13FSi in a non-equilibrium geometry (ωB97M-V/def2-TZVPD, the Open Molecules 2025 dataset).

Each line ends with the natural charge from an NBO analysis.
Geometry (Å):
Si 1.68598 0.52583 0.17875  1.900
F 2.43686 0.00735 1.51743  -0.660
C 2.45253 2.20975 -0.27833  -1.162
C -0.44889 -1.62105 1.51232  -0.270
C -3.11786 0.79797 0.10338  0.121
C -4.17138 1.52085 0.15639  -0.467
C -1.81420 0.30568 0.03764  -0.136
C -0.48624 0.68645 0.81677  -0.563
C -1.72016 -1.09828 -0.42004  -0.186
C -0.31603 -0.29863 1.87195  -0.203
C 1.91999 -0.89319 -1.10434  -1.142
C -0.95938 -1.96455 0.23047  -0.262
H 3.58344 2.00080 -0.48218  0.251
H 0.06977 0.04175 2.78131  0.222
H 1.96596 -1.90693 -0.60787  0.260
H -0.83496 -3.03045 -0.13032  0.218
H 2.85971 -0.74623 -1.61302  0.236
H -0.24367 -2.55154 2.15541  0.221
H -4.52156 2.01204 -0.69047  0.212
H -2.10016 -1.18955 -1.53947  0.216
H -0.58907 1.79384 1.16872  0.237
H -4.84679 1.51357 0.93529  0.214
H 2.02707 2.55187 -1.18474  0.240
H 2.24613 3.00624 0.59193  0.258
H 1.19661 -0.77759 -1.89312  0.245

Output
Lowest unoccupied orbital energy ... 0.55 eV
Structure (SMILES) ... C=C=C1C=CC=C[C@H]1[Si](C)(C)F
Calculated total energy ... -21173.225 eV
HOMO ... -7.535 eV
Energy relative to the best compared isomer or geometry (same formula, charge and spin) ... 35.63 kJ/mol

(5)
# C10H13IN4

A cluster of 2 separate species, C10H13IN4 in total in a non-equilibrium geometry (ωB97M-V/def2-TZVPD, the Open Molecules 2025 dataset).

Each line ends with the natural charge from an NBO analysis.
Geometry (Å):
I -4.03735 -0.59865 -0.16856  0.383
N 0.12412 -1.14049 -0.34909  -0.162
N 0.64486 -1.35132 -2.60522  -0.272
N -0.44946 -0.03534 0.38905  -0.340
N 1.91387 -2.23461 1.53911  -0.362
C 0.65327 -2.71967 1.42350  0.031
C 1.82216 -1.46255 -1.84938  0.077
C -0.31829 -1.13662 -1.76456  0.267
C -0.24721 -2.36576 0.48029  -0.104
C 1.58679 -1.28537 -0.56964  0.004
C -1.45424 2.08045 -0.45247  -0.327
C 2.36557 -1.56345 0.55403  0.102
C -0.15523 1.26796 -0.11483  -0.066
C -1.13601 3.15139 0.59081  -0.437
C 0.04593 2.29565 1.00957  -0.372
H -2.32173 1.29191 -0.27425  0.242
H -0.15452 -0.04931 1.40274  0.439
H -1.54231 2.43481 -1.50844  0.260
H 1.03162 2.61771 0.77679  0.276
H 3.37472 -1.11677 0.75410  0.261
H -0.97854 4.16921 0.18166  0.276
H 0.07874 1.93889 2.03902  0.247
H -1.26586 -2.70469 0.28351  0.263
H -1.93255 3.32169 1.29693  0.269
H 2.77220 -1.74256 -2.27515  0.283
H 0.50959 1.27980 -1.00393  0.275
H 0.35315 -3.41272 2.16631  0.262
H -1.28328 -0.92959 -1.95189  0.225

Output
Lowest unoccupied orbital energy (spin up / spin down) ... -12.31 / -11.02 eV
Calculated total energy ... -24616.169 eV
Charge ... +2
HOMO (spin up / spin down) ... -17.300 / -17.310 eV
Energy relative to the best compared isomer or geometry (same formula, charge and spin) ... 339.05 kJ/mol